{
  "formula": "C21H34N2",
  "method": "the ωB97M-V functional and the def2-TZVPD basis",
  "smiles": "[H]/N=c1/c2c(n(CCCCCCCCC)c3c1CCC3)CCCC2",
  "gap_ev": 8.0,
  "lumo_ev": 0.74,
  "relative_energy_kj_mol": 0.0,
  "max_force_ha_per_bohr": 0.0121,
  "charge": 0,
  "symbols": ["C", "C", "C", "C", "C", "C", "C", "C", "H", "H", "C", "N", "C", "C", "C", "N", "H", "C", "C", "C", "C", "C", "C", "H", "H", "H", "H", "H", "H", "H", "H", "C", "H", "H", "C", "H", "H", "C", "H", "H", "H", "H", "H", "H", "H", "H", "H", "H", "H", "H", "H", "H", "H", "H", "H", "H", "H"],
  "xyz": [[4.15827, -2.88141, 6.37994], [4.03949, -1.82199, 5.29128], [2.94827, -2.16555, 4.28039], [2.83194, -1.11484, 3.17903], [1.74772, -1.46657, 2.16311], [1.64480, -0.41829, 1.05704], [0.66331, -0.79943, -0.05152], [-0.78959, -0.80956, 0.41762], [-0.93846, -1.60065, 1.15410], [-1.00546, 0.14460, 0.90067], [-1.79082, -1.04190, -0.72500], [-1.76538, 0.01053, -1.71838], [-0.99288, -0.12715, -2.83794], [-0.72588, 0.89509, -3.68128], [-1.20402, 2.23236, -3.43593], [-0.96517, 3.29033, -4.12399], [-0.36003, 3.12133, -4.92440], [-2.07469, 2.32140, -2.27287], [-2.34746, 1.25314, -1.48644], [-3.33341, 1.34467, -0.34945], [-4.18824, 2.60701, -0.41869], [-3.29747, 3.81609, -0.65781], [-2.66829, 3.67993, -2.03459], [-1.87592, 4.41301, -2.19195], [-3.41526, 3.86665, -2.81144], [-3.87612, 4.73911, -0.59804], [-2.52005, 3.85361, 0.10833], [-4.90168, 2.52171, -1.24071], [-4.75332, 2.71036, 0.51023], [-3.99772, 0.47681, -0.37146], [-2.80260, 1.32968, 0.60726], [0.07650, 0.43468, -4.86515], [0.91493, 1.09891, -5.08248], [-0.55787, 0.39763, -5.75631], [0.54631, -0.96763, -4.45081], [0.56864, -1.66076, -5.29006], [1.55411, -0.90514, -4.03758], [-0.42432, -1.42453, -3.35007], [0.09245, -2.01405, -2.59425], [-1.23278, -2.03555, -3.76484], [-1.56275, -1.98616, -1.22037], [-2.79473, -1.13056, -0.30431], [0.93127, -1.78683, -0.43571], [0.76550, -0.07897, -0.86625], [1.34784, 0.53960, 1.48999], [2.63342, -0.28342, 0.61178], [1.97543, -2.43831, 1.71774], [0.79170, -1.55461, 2.68256], [3.79214, -1.02385, 2.66553], [2.60559, -0.14435, 3.62702], [3.16854, -3.13668, 3.83021], [1.99084, -2.25288, 4.79996], [4.99544, -1.72799, 4.77091], [3.81607, -0.85514, 5.74808], [4.40277, -3.84855, 5.94572], [3.22012, -2.97821, 6.92230], [4.93893, -2.61673, 7.08927]],
  "forces_ev_per_angstrom": [[0.08, 0.23, -0.10], [-0.20, -0.30, 0.03], [0.30, 0.43, -0.02], [-0.29, -0.42, 0.03], [0.24, 0.43, -0.02], [-0.11, -0.36, -0.11], [-0.05, 0.23, 0.23], [0.07, -0.16, -0.35], [-0.05, 0.01, 0.10], [-0.07, 0.02, 0.09], [0.02, -0.17, 0.60], [-0.05, 0.03, -0.42], [0.14, 0.22, -0.24], [0.19, -0.17, -0.01], [0.14, -0.30, -0.08], [0.04, 0.40, -0.26], [-0.02, -0.24, 0.09], [-0.16, 0.11, 0.15], [0.00, 0.18, 0.06], [-0.18, 0.04, 0.02], [0.20, 0.05, 0.20], [-0.20, -0.09, -0.25], [0.02, 0.02, 0.28], [-0.08, 0.02, -0.05], [0.02, 0.12, -0.05], [0.05, 0.03, 0.05], [0.04, 0.04, 0.08], [-0.07, -0.01, -0.02], [-0.05, -0.05, -0.04], [0.09, -0.02, 0.05], [-0.05, -0.09, 0.03], [-0.09, 0.09, 0.05], [-0.01, 0.02, -0.07], [0.05, 0.05, -0.07], [-0.03, 0.04, -0.02], [0.06, -0.04, 0.02], [0.00, -0.02, 0.00], [0.04, -0.11, 0.02], [-0.08, -0.05, 0.03], [-0.01, -0.07, 0.08], [-0.09, 0.06, 0.02], [0.09, -0.04, -0.12], [0.03, -0.04, -0.10], [0.01, -0.05, -0.10], [0.04, 0.10, 0.00], [0.05, 0.08, 0.03], [-0.05, -0.10, -0.02], [-0.06, -0.10, 0.02], [0.06, 0.07, -0.02], [0.05, 0.09, 0.00], [-0.05, -0.09, 0.00], [-0.07, -0.08, 0.01], [0.03, 0.09, -0.02], [0.05, 0.07, -0.04], [0.02, -0.13, 0.00], [-0.08, -0.05, 0.09], [0.06, -0.06, 0.12]],
  "mulliken_charge": [-1.28, -0.30, -0.64, -0.77, -0.54, -1.10, -0.06, -0.18, 0.42, 0.19, -1.68, 0.20, 0.71, 0.63, 0.02, -0.90, 0.18, 0.80, 0.43, -0.92, -1.06, -0.87, -0.95, 0.43, 0.32, 0.36, 0.33, 0.40, 0.41, 0.33, 0.29, -1.14, 0.46, 0.29, -0.90, 0.34, 0.30, -0.92, 0.22, 0.34, 0.65, 0.40, 0.20, 0.22, 0.33, 0.38, 0.30, 0.30, 0.35, 0.34, 0.34, 0.33, 0.32, 0.31, 0.32, 0.32, 0.39]
}